Entry from OMol25: a cluster of 31 separate species, C32H120F6N61O34S2 in total (ωB97M-V/def2-TZVPD).

Properties
frontier orbital gap	6.92	eV
total charge	-1
HOMO	-0.226	Ha
total energy	-8585.98805	a.u.

Last column: Mulliken charge in e.
Cartesian coordinates (Å):
C (1.45, 1.41, -1.76)  -1.044
F (1.66, 2.65, -2.23)  0.786
F (1.33, 0.62, -2.79)  -0.102
F (2.34, 1.12, -0.82)  -0.011
S (-0.27, 1.45, -0.82)  -0.957
O (-0.07, 2.44, 0.15)  1.339
O (-1.24, 1.73, -1.84)  0.536
N (-0.35, -0.08, -0.20)  -0.708
S (-1.29, 0.06, 0.99)  0.638
O (-0.53, 0.26, 2.22)  0.566
O (-2.39, 0.99, 0.90)  0.293
C (-2.01, -1.70, 1.33)  -0.257
F (-2.68, -1.65, 2.48)  0.089
F (-2.95, -2.15, 0.43)  0.006
F (-0.99, -2.61, 1.28)  0.075
C (-3.82, -5.18, 0.82)  0.551
O (-4.72, -4.54, 1.32)  -0.511
N (-3.67, -5.16, -0.43)  -0.247
N (-3.05, -5.95, 1.38)  -0.223
H (-2.86, -5.42, -0.98)  0.283
H (-4.26, -4.39, -0.74)  -0.116
H (-3.09, -5.93, 2.39)  0.053
H (-2.50, -6.56, 0.79)  0.024
C (1.79, -3.18, -6.42)  0.367
O (1.18, -4.22, -6.44)  -0.669
N (2.37, -2.63, -5.28)  0.469
N (2.04, -2.44, -7.49)  -0.220
H (3.19, -2.05, -5.38)  -0.401
H (2.30, -3.24, -4.48)  -0.123
H (1.58, -2.73, -8.34)  0.250
H (2.47, -1.54, -7.35)  0.195
C (-7.62, -6.05, -1.28)  0.705
O (-7.07, -5.37, -2.19)  -0.834
N (-7.35, -5.93, -0.01)  -0.242
N (-8.55, -6.90, -1.53)  -0.422
H (-7.93, -6.34, 0.71)  0.213
H (-6.76, -5.15, 0.21)  0.049
H (-9.08, -7.25, -0.75)  0.148
H (-8.84, -6.97, -2.50)  0.276
C (-2.22, 4.19, 4.25)  0.377
O (-3.35, 4.47, 4.72)  -0.823
N (-1.96, 3.21, 3.40)  1.772
N (-1.23, 5.00, 4.36)  -0.218
H (-2.73, 2.77, 2.93)  -0.695
H (-1.04, 3.06, 3.01)  -0.383
H (-1.34, 5.68, 5.10)  0.222
H (-0.41, 4.92, 3.78)  0.204
C (3.54, -4.45, -2.28)  0.238
O (3.24, -3.33, -2.71)  -0.432
N (3.41, -4.95, -1.06)  -0.272
N (4.31, -5.30, -2.97)  -0.480
H (3.73, -5.83, -0.67)  0.271
H (3.20, -4.22, -0.39)  -0.060
H (4.38, -5.08, -3.96)  0.239
H (4.69, -6.07, -2.44)  0.140
C (-6.68, -3.16, 4.30)  0.648
O (-7.03, -2.31, 3.52)  -0.796
N (-6.57, -2.86, 5.53)  -0.381
N (-6.23, -4.30, 3.91)  -0.244
H (-6.90, -2.03, 6.00)  0.237
H (-5.97, -3.39, 6.14)  0.137
H (-6.33, -4.59, 2.94)  0.108
H (-5.68, -4.84, 4.56)  0.122
C (-2.60, 5.07, 0.08)  0.221
O (-3.04, 6.04, -0.57)  -0.860
N (-2.95, 3.84, -0.17)  0.806
N (-1.56, 5.14, 0.87)  0.704
H (-2.49, 3.18, 0.44)  -0.861
H (-3.67, 3.72, -0.86)  0.195
H (-0.98, 4.34, 1.07)  -0.910
H (-1.27, 6.06, 1.19)  0.071
C (-8.20, -1.03, 0.47)  0.509
O (-9.25, -1.72, 0.60)  -0.817
N (-7.24, -0.85, 1.35)  -0.019
N (-8.00, -0.38, -0.63)  -0.293
H (-6.83, 0.07, 1.32)  0.107
H (-7.27, -1.49, 2.13)  0.408
H (-8.77, -0.27, -1.27)  0.202
H (-7.27, 0.31, -0.48)  0.072
C (1.94, 1.63, 7.01)  0.675
O (2.11, 0.76, 7.82)  -0.721
N (0.79, 1.95, 6.49)  -0.169
N (2.95, 2.45, 6.68)  -0.406
H (-0.03, 1.38, 6.65)  0.193
H (0.81, 2.88, 6.08)  0.074
H (2.96, 3.06, 5.87)  0.176
H (3.76, 2.16, 7.21)  0.214
C (4.18, 5.53, -0.50)  0.443
O (4.58, 6.46, 0.27)  -0.938
N (3.46, 4.53, -0.02)  0.862
N (4.35, 5.47, -1.77)  -0.020
H (3.28, 4.58, 0.97)  -0.370
H (2.95, 3.94, -0.66)  -0.385
H (4.88, 6.25, -2.11)  0.255
H (4.04, 4.91, -2.56)  -0.050
C (2.61, -2.05, 0.50)  -0.213
O (3.62, -2.78, 0.43)  -1.043
N (1.83, -1.91, 1.51)  1.194
N (2.07, -1.52, -0.51)  3.594
H (1.03, -1.36, 1.26)  -0.982
H (2.24, -2.00, 2.43)  -0.399
H (1.28, -0.89, -0.45)  -0.528
H (2.49, -1.92, -1.34)  -1.656
C (-5.05, -2.78, -2.56)  -0.105
O (-4.64, -1.70, -2.78)  -0.800
N (-4.43, -3.86, -2.93)  -0.209
N (-6.15, -2.91, -1.98)  0.016
H (-4.91, -4.73, -2.75)  0.228
H (-3.61, -3.80, -3.52)  0.125
H (-6.79, -2.21, -1.64)  -0.015
H (-6.59, -3.78, -2.21)  0.398
C (2.92, 3.71, -5.31)  0.455
O (3.18, 4.63, -4.51)  -0.780
N (1.75, 3.29, -5.51)  0.154
N (3.76, 3.21, -6.06)  -0.318
H (0.91, 3.69, -5.11)  -0.187
H (1.62, 2.51, -6.14)  -0.029
H (3.60, 2.75, -6.95)  0.172
H (4.60, 3.46, -5.56)  0.302
C (-1.44, 1.00, -5.94)  0.447
O (-2.01, 1.89, -6.56)  -0.703
N (-1.47, 0.80, -4.64)  0.571
N (-0.70, 0.04, -6.46)  -0.381
H (-0.94, 0.09, -4.16)  -0.347
H (-2.24, 1.24, -4.14)  -0.338
H (-0.07, -0.52, -5.90)  0.133
H (-0.24, 0.37, -7.29)  0.268
C (0.64, -1.89, 5.28)  0.311
O (0.36, -0.77, 4.95)  -0.176
N (0.76, -2.82, 4.46)  0.442
N (0.92, -2.24, 6.52)  -0.453
H (0.88, -3.81, 4.65)  0.042
H (0.59, -2.53, 3.51)  -0.541
H (0.98, -1.45, 7.14)  0.231
H (1.53, -3.04, 6.54)  0.160
C (4.48, 0.35, -3.02)  -0.621
O (5.10, 0.35, -1.94)  -0.798
N (3.80, -0.69, -3.49)  1.195
N (4.47, 1.45, -3.70)  0.351
H (3.36, -0.38, -4.35)  -0.159
H (3.67, -1.53, -2.96)  -0.583
H (3.92, 1.57, -4.54)  0.096
H (5.11, 2.10, -3.26)  0.351
C (5.25, -0.81, -6.44)  0.621
O (4.25, -0.26, -6.73)  -0.556
N (5.35, -2.03, -6.47)  -0.188
N (6.39, -0.17, -6.18)  -0.401
H (6.23, -2.53, -6.49)  0.200
H (4.51, -2.58, -6.49)  0.217
H (7.10, -0.78, -6.55)  0.182
H (6.58, 0.83, -6.19)  0.196
C (-0.15, -5.98, 5.13)  0.644
O (-1.09, -5.96, 4.36)  -0.632
N (1.03, -5.83, 4.64)  -0.551
N (-0.28, -6.05, 6.36)  -0.354
H (0.98, -6.12, 3.67)  0.068
H (1.84, -6.12, 5.17)  0.194
H (-1.21, -5.94, 6.76)  0.277
H (0.61, -5.96, 6.83)  0.172
C (-2.92, 0.19, 5.52)  0.391
O (-4.01, 0.87, 5.53)  -0.880
N (-1.75, 0.74, 5.28)  -0.206
N (-2.83, -1.09, 5.44)  -0.113
H (-1.77, 1.63, 4.80)  0.050
H (-0.97, 0.11, 5.13)  0.338
H (-1.89, -1.48, 5.38)  -0.083
H (-3.63, -1.69, 5.59)  0.120
C (-4.60, 1.69, -2.26)  0.438
O (-4.54, 2.89, -2.16)  -0.890
N (-4.55, 0.96, -1.22)  1.006
N (-4.74, 0.90, -3.34)  -0.184
H (-4.89, 0.02, -1.38)  -0.135
H (-4.63, 1.40, -0.32)  -0.767
H (-4.75, 1.30, -4.27)  0.210
H (-4.81, -0.10, -3.23)  0.408
C (-1.25, -2.69, -2.68)  0.113
O (-1.41, -3.36, -3.66)  -0.889
N (-0.11, -2.64, -1.98)  1.498
N (-1.85, -1.68, -2.35)  1.899
H (0.19, -1.82, -1.46)  -0.153
H (0.51, -3.43, -2.07)  -0.195
H (-2.75, -1.55, -2.78)  -0.105
H (-1.58, -1.02, -1.63)  -1.236
C (-1.10, 5.23, -4.61)  0.564
O (-0.85, 6.14, -5.34)  -0.733
N (-2.22, 4.57, -4.57)  -0.036
N (-0.21, 4.75, -3.76)  0.582
H (-3.08, 4.91, -4.98)  0.206
H (-2.36, 3.72, -4.05)  -0.171
H (-0.75, 4.37, -2.99)  -0.684
H (0.70, 5.17, -3.81)  0.049
C (8.88, 0.17, -2.32)  0.571
O (8.86, 1.34, -2.75)  -0.673
N (7.81, -0.40, -1.84)  -0.314
N (9.99, -0.51, -2.10)  -0.438
H (6.87, -0.20, -2.17)  0.126
H (7.99, -1.13, -1.17)  0.191
H (9.76, -1.50, -2.07)  0.191
H (10.89, -0.12, -2.34)  0.253
C (1.75, 7.13, 1.99)  -0.346
O (1.33, 6.75, 0.93)  -0.437
N (2.98, 7.43, 2.16)  -0.144
N (1.01, 7.05, 3.10)  -0.253
H (3.53, 7.26, 1.34)  0.324
H (3.35, 7.92, 2.97)  0.188
H (0.06, 6.88, 2.83)  0.214
H (1.20, 7.29, 4.06)  0.192
C (4.43, -1.64, 4.20)  0.713
O (3.91, -2.58, 4.71)  -0.618
N (5.70, -1.63, 3.86)  -0.359
N (3.81, -0.55, 3.93)  0.158
H (6.13, -2.52, 4.06)  0.248
H (6.08, -0.72, 4.10)  0.268
H (2.86, -0.37, 4.20)  -0.313
H (4.32, 0.15, 3.40)  -0.088
C (1.78, 3.53, 2.81)  -1.466
O (0.64, 3.89, 2.52)  0.541
N (2.04, 2.29, 2.75)  1.625
N (2.83, 4.24, 3.08)  -0.054
H (2.82, 2.00, 2.18)  -0.559
H (1.27, 1.67, 2.94)  -0.903
H (3.63, 3.81, 3.52)  0.103
H (2.69, 5.24, 3.21)  0.283
C (0.17, -6.98, 0.93)  0.631
O (-0.38, -7.78, 1.59)  -0.646
N (-0.10, -5.73, 1.13)  0.045
N (0.90, -7.16, -0.10)  -0.338
H (-0.77, -5.66, 1.89)  -0.008
H (0.37, -4.91, 0.78)  -0.056
H (1.33, -6.32, -0.46)  0.063
H (0.78, -7.92, -0.76)  0.226
C (0.98, 7.83, -2.23)  0.538
O (1.34, 8.47, -3.22)  -0.790
N (0.44, 8.25, -1.13)  -0.299
N (1.30, 6.58, -2.08)  0.390
H (0.47, 9.26, -1.14)  0.241
H (0.36, 7.64, -0.34)  0.318
H (1.52, 6.00, -2.88)  0.009
H (1.35, 6.27, -1.13)  -0.085
C (-5.81, 1.95, 2.27)  0.558
O (-6.36, 1.77, 1.18)  -0.798
N (-5.45, 0.92, 3.03)  -0.013
N (-5.65, 3.07, 2.77)  -0.194
H (-5.67, -0.02, 2.73)  -0.113
H (-4.73, 1.07, 3.72)  0.087
H (-6.00, 3.75, 2.11)  0.272
H (-4.99, 3.28, 3.51)  0.094
C (5.61, 1.31, 1.45)  0.385
O (5.44, 1.51, 2.68)  -0.771
N (5.59, 2.13, 0.46)  -0.005
N (5.51, 0.08, 0.89)  -0.115
H (5.73, 3.11, 0.64)  0.192
H (5.81, 1.59, -0.37)  0.122
H (5.17, -0.64, 1.50)  -0.113
H (5.56, -0.19, -0.09)  0.452


Entry from OMol25: an isolated molecule of C4H5NO (ωB97M-V/def2-TZVPD).

Properties
frontier orbital gap	10.30	eV
ΔE to the lowest compared entry with this formula, charge and spin	1.417	eV
structure (SMILES)	C=C=CC(N)=O
HOMO	-0.359	Ha
total energy	-285.36250	a.u.

Last column: natural (NBO) charge in e.
Cartesian coordinates (Å):
N (-1.28, 1.14, 0.31)  -0.828
C (-1.37, -0.21, 0.48)  0.646
O (-2.42, -0.78, 0.75)  -0.598
C (-0.10, -0.97, 0.37)  -0.393
C (1.03, -0.40, 0.04)  0.139
C (2.04, 0.00, -0.67)  -0.506
H (-2.14, 1.66, 0.32)  0.404
H (-0.46, 1.57, -0.09)  0.400
H (-0.14, -2.04, 0.52)  0.253
H (1.90, -0.48, -1.63)  0.242
H (2.93, 0.54, -0.39)  0.238


Entry from OMol25: a cluster of 2 separate species, C3H5N2O in total (ωB97M-V/def2-TZVPD).

Properties
frontier orbital gap	12.14	eV
ΔE to the lowest compared entry with this formula, charge and spin	1.874	eV
total charge	+1
HOMO	-0.593	Ha
total energy	-301.76044	a.u.

Last column: natural (NBO) charge in e.
Cartesian coordinates (Å):
C (-0.01, 0.96, -0.24)  0.635
C (-1.10, -0.86, 2.82)  0.878
C (0.15, 0.67, -1.61)  -0.777
N (-0.88, -2.01, 3.00)  -0.630
N (-0.27, 0.95, 0.89)  -0.434
O (-1.33, 0.28, 2.94)  -0.554
H (0.69, -0.33, -1.71)  0.312
H (0.84, 1.40, -2.12)  0.313
H (-0.83, 0.64, -2.08)  0.307
H (-0.55, -2.74, 2.37)  0.455
H (-0.72, 0.96, 1.94)  0.494


Entry from OMol25: a structure of composition C5H11NS2 (ωB97M-V/def2-TZVPD).

Properties
frontier orbital gap	8.53	eV
ΔE to the lowest compared entry with this formula, charge and spin	0.900	eV
HOMO	-0.319	Ha
total energy	-1048.20498	a.u.

Last column: natural (NBO) charge in e.
Cartesian coordinates (Å):
C (-2.69, -0.27, 0.91)  -0.606
C (-1.85, -0.48, -0.37)  -0.569
C (0.87, -1.22, -0.02)  -0.322
C (1.16, 0.30, 0.05)  -0.141
C (1.45, 1.06, -1.25)  -0.608
H (-2.02, -0.01, 1.69)  0.211
H (-3.24, -1.15, 1.11)  0.216
H (-3.37, 0.51, 0.70)  0.217
H (-2.44, -0.68, -1.25)  0.229
H (-1.29, 0.44, -0.71)  0.223
H (0.27, 0.77, 0.47)  0.192
H (2.39, 0.50, -1.60)  0.215
H (0.67, 0.95, -2.04)  0.211
H (1.59, 2.14, -1.13)  0.237
H (1.93, 0.35, 1.96)  0.356
H (3.01, 0.21, 0.80)  0.356
N (2.18, 0.73, 1.04)  -0.802
S (-0.67, -1.80, -0.52)  0.380
S (2.03, -2.35, 0.16)  0.005


Entry from OMol25: a cluster of 6 separate species, C52H72BBrINO10P in total (ωB97M-V/def2-TZVPD).

Properties
frontier orbital gap	7.15	eV
ΔE to the lowest compared entry with this formula, charge and spin	7.567	eV
total charge	+1
HOMO	-0.390	Ha
total energy	-6069.23516	a.u.

Last column: Mulliken charge in e.
Cartesian coordinates (Å):
C (-1.53, 4.54, 0.46)  -0.801
B (-0.63, 3.52, -0.41)  0.435
O (0.33, 4.21, -1.29)  -0.589
C (-0.57, 1.90, -0.41)  -0.188
O (-1.34, 1.22, 0.59)  0.106
C (-2.72, 1.52, 0.72)  -0.545
C (-3.61, 0.19, 1.02)  0.138
C (-5.21, 0.50, 0.89)  -1.317
C (-3.15, -1.10, 0.19)  0.232
C (-3.19, -2.36, 1.22)  0.166
C (-2.89, -3.69, 0.32)  -1.167
C (-1.98, -2.31, 2.30)  -1.010
C (0.94, 1.67, 0.25)  -2.217
P (1.24, 2.71, 1.80)  0.937
O (2.24, 1.90, 2.68)  -0.719
O (-0.14, 2.85, 2.82)  -0.519
O (2.02, 4.20, 1.53)  -0.352
C (2.15, 1.68, -0.82)  0.580
C (3.35, 0.85, -0.16)  -1.102
C (4.58, 1.83, 0.28)  0.513
C (5.54, 0.89, 1.19)  0.006
O (6.66, 0.48, 0.84)  -0.561
O (5.09, 0.53, 2.52)  -0.403
C (1.68, 1.22, -2.28)  0.750
C (2.81, 0.57, -3.22)  -0.562
C (2.55, 1.01, -4.76)  0.045
O (2.35, 0.16, -5.66)  -0.487
Br (2.54, 2.92, -5.35)  -0.166
C (0.40, 0.25, -2.04)  -0.014
C (0.12, -0.76, -3.27)  -1.440
O (-1.08, -1.55, -3.04)  0.024
O (-1.49, -2.11, -4.21)  -0.389
N (-0.76, 1.18, -1.71)  1.553
C (-1.29, 1.94, -2.88)  -0.497
C (-2.87, 2.35, -2.77)  0.008
C (-3.57, 2.42, -4.23)  -1.086
I (-4.69, 0.53, -4.54)  0.063
H (-1.95, 4.11, 1.44)  0.326
H (-0.95, 5.52, 0.64)  0.241
H (-2.44, 4.84, -0.19)  0.286
H (-0.24, 4.60, -2.00)  0.361
H (-3.25, 2.11, -0.08)  0.005
H (-2.85, 2.15, 1.69)  0.291
H (-3.46, -0.01, 2.15)  0.276
H (-5.72, -0.41, 1.39)  0.352
H (-5.54, 0.66, -0.19)  0.274
H (-5.41, 1.38, 1.59)  0.382
H (-2.08, -1.08, -0.22)  -0.354
H (-3.92, -1.26, -0.67)  0.415
H (-4.20, -2.41, 1.76)  0.426
H (-3.36, -3.60, -0.72)  0.224
H (-3.23, -4.61, 0.91)  0.279
H (-1.75, -3.74, 0.23)  0.326
H (-2.39, -2.06, 3.36)  0.295
H (-1.21, -1.50, 2.08)  0.000
H (-1.44, -3.32, 2.40)  0.362
H (0.93, 0.58, 0.65)  0.627
H (-0.39, 3.79, 2.93)  0.335
H (2.63, 4.15, 0.76)  0.272
H (2.51, 2.78, -0.90)  0.466
H (3.06, 0.31, 0.82)  0.171
H (3.83, 0.04, -0.81)  0.584
H (5.15, 2.18, -0.67)  0.371
H (4.24, 2.69, 0.95)  -0.005
H (4.48, -0.24, 2.47)  0.342
H (1.40, 2.21, -2.82)  -0.108
H (3.80, 1.10, -2.94)  0.479
H (2.92, -0.55, -3.11)  0.440
H (0.58, -0.52, -1.19)  0.157
H (1.00, -1.50, -3.36)  0.381
H (0.10, -0.19, -4.28)  0.261
H (-2.01, -1.39, -4.65)  0.222
H (-1.52, 0.47, -1.53)  -0.116
H (-1.35, 1.32, -3.86)  0.595
H (-0.64, 2.82, -3.23)  0.384
H (-3.39, 1.52, -2.18)  -0.036
H (-2.96, 3.39, -2.31)  0.050
H (-4.38, 3.23, -4.23)  0.500
H (-2.84, 2.52, -5.09)  0.411
C (-4.18, -4.43, -4.19)  -0.255
C (-2.90, -4.71, -4.65)  -0.128
C (-2.66, -5.85, -5.40)  -0.523
C (-3.71, -6.72, -5.70)  -0.388
C (-5.00, -6.44, -5.24)  -0.391
C (-5.23, -5.29, -4.48)  -0.618
H (-4.36, -3.54, -3.60)  0.422
H (-2.08, -4.03, -4.42)  0.450
H (-1.66, -6.08, -5.76)  0.379
H (-3.53, -7.61, -6.29)  0.365
H (-5.82, -7.11, -5.48)  0.368
H (-6.23, -5.08, -4.12)  0.357
C (-2.91, -7.10, 2.92)  -0.117
C (-2.48, -7.80, 1.79)  -0.364
C (-2.92, -9.10, 1.57)  -0.383
C (-3.79, -9.70, 2.47)  -0.407
C (-4.23, -9.00, 3.59)  -0.322
C (-3.78, -7.70, 3.82)  -0.548
H (-2.56, -6.08, 3.09)  0.364
H (-1.80, -7.33, 1.09)  0.349
H (-2.58, -9.65, 0.70)  0.362
H (-4.14, -10.71, 2.30)  0.357
H (-4.91, -9.46, 4.30)  0.358
H (-4.11, -7.15, 4.70)  0.357
C (1.37, 4.06, 8.10)  -0.456
C (1.36, 2.67, 8.05)  -0.342
C (1.34, 2.02, 6.82)  -0.723
C (1.35, 2.76, 5.64)  0.256
C (1.36, 4.15, 5.69)  -0.228
C (1.37, 4.80, 6.92)  -0.503
H (1.38, 4.57, 9.06)  0.360
H (1.36, 2.10, 8.97)  0.363
H (1.33, 0.94, 6.78)  0.365
H (1.34, 2.25, 4.68)  0.232
H (1.37, 4.73, 4.77)  0.244
H (1.38, 5.89, 6.96)  0.373
C (6.47, -2.38, -1.56)  -0.470
C (6.33, -3.52, -2.35)  -0.478
C (5.84, -4.69, -1.79)  -0.437
C (5.48, -4.72, -0.44)  -0.370
C (5.62, -3.58, 0.34)  -0.650
C (6.12, -2.41, -0.22)  -0.100
H (6.86, -1.46, -2.00)  0.458
H (6.60, -3.49, -3.40)  0.391
H (5.73, -5.58, -2.40)  0.382
H (5.09, -5.64, -0.01)  0.387
H (5.34, -3.61, 1.39)  0.389
H (6.24, -1.52, 0.39)  0.496
C (3.14, 8.12, 2.27)  -0.775
C (3.37, 9.34, 1.64)  -0.397
C (3.06, 9.50, 0.29)  -0.414
C (2.51, 8.44, -0.42)  -0.575
C (2.27, 7.22, 0.20)  0.045
C (2.59, 7.06, 1.55)  -0.316
H (3.39, 7.99, 3.31)  0.409
H (3.80, 10.16, 2.20)  0.375
H (3.25, 10.45, -0.19)  0.365
H (2.26, 8.57, -1.47)  0.381
H (1.84, 6.40, -0.36)  0.311
H (2.42, 6.11, 2.03)  0.630


- Look up the frontier orbital gap of the first one.
  6.92 eV


- Which value of frontier orbital gap does entry 3 give?
  12.14 eV


- Which of these has the highest frontier orbital gap?
  C3H5N2O